{
  "formula": "C5H5NOS",
  "method": "the ωB97M-V functional and the def2-TZVPD basis",
  "max_force_ev_per_a": 3.44,
  "smiles": "O/C=C1\\C=NC=C1S",
  "energy_ev": -19637.1050,
  "e_homo_ev": -8.86,
  "symbols": ["O", "C", "C", "C", "N", "C", "C", "S", "H", "H", "H", "H", "H"],
  "positions_angstrom": [[-2.40647, -1.36020, 0.00501], [-1.05375, -1.22312, -0.23430], [-0.32371, -0.09838, -0.17846], [-0.74298, 1.28518, -0.08184], [0.25482, 2.09951, -0.09142], [1.38894, 1.34039, -0.04087], [1.15603, -0.02211, -0.16828], [2.18480, -1.34893, -0.12949], [-2.81935, -0.51009, 0.31029], [-0.60838, -2.16946, -0.43113], [-1.78037, 1.60799, -0.11122], [2.36907, 1.88243, -0.05978], [2.38136, -1.48321, 1.21150]],
  "forces_ev_per_a": [[1.0614, 1.1328, -0.1209], [-1.9588, 0.4572, 0.7623], [0.5116, 0.1180, 0.2378], [-0.9236, -0.5202, -0.3450], [-0.7307, 0.7616, 0.5803], [2.1583, -1.0545, -1.0712], [-1.8121, 2.8686, 0.5452], [1.6472, -1.6406, 0.1767], [0.7542, -0.9777, -0.4777], [0.2752, -0.6255, -0.0946], [0.1543, 0.2135, -0.0411], [-0.9569, -0.8651, 0.2591], [-0.1800, 0.1320, -0.4108]]
}

=====

{
  "formula": "C5H5NS",
  "method": "the ωB97M-V functional and the def2-TZVPD basis",
  "max_force_ev_per_a": 4.67,
  "energy_ev": -17585.2194,
  "e_homo_ev": [-8.68, -8.68],
  "symbols": ["C", "C", "C", "C", "C", "N", "S", "H", "H", "H", "H", "H"],
  "positions_angstrom": [[-0.42952, 1.45955, -0.25107], [1.49080, -0.41016, 0.33411], [0.25776, 2.56403, -0.20467], [-1.00511, -2.20575, -0.22659], [-0.91558, -0.93461, 0.23087], [0.28005, -0.25861, 0.17820], [3.02248, -0.72963, 0.45638], [-0.37330, 3.44007, -0.42876], [1.32609, 2.78247, -0.33040], [-2.01097, -2.70293, 0.04403], [-0.17104, -2.66537, -0.72239], [-1.47165, -0.33905, 0.92027]],
  "forces_ev_per_a": [[-1.2967, 0.6641, 0.2346], [-2.0395, -0.7357, -0.6219], [1.2671, 0.6222, -1.0063], [-2.6729, 1.4785, 1.8008], [0.6762, -2.7822, 0.4850], [4.4957, 1.2331, -0.3039], [-0.4292, 0.5522, 0.0563], [0.0020, -0.4982, 0.1931], [-0.2713, -0.3357, 0.6006], [2.0106, 0.4244, -0.8948], [-0.1169, -0.2851, -0.2687], [-1.6252, -0.3376, -0.2748]]
}

=====

{
  "formula": "C5H5NS",
  "method": "the ωB97M-V functional and the def2-TZVPD basis",
  "max_force_ev_per_a": 11.44,
  "energy_ev": -17584.4022,
  "e_homo_ev": -8.44,
  "symbols": ["C", "C", "C", "C", "C", "N", "S", "H", "H", "H", "H", "H"],
  "positions_angstrom": [[-3.54359, -0.63901, 0.22117], [-2.54989, -0.77304, -0.36240], [1.62818, 1.10679, -0.38534], [1.96413, 0.22519, 0.70172], [0.19718, -0.55585, -1.03018], [0.74203, 0.65622, -1.19478], [0.94452, -1.31795, 0.29659], [-4.35781, -0.25001, 0.76388], [2.09547, 2.02593, -0.62266], [2.93538, -0.19245, 0.55794], [1.66641, 0.57585, 1.73144], [-1.72200, -0.86166, -0.67738]],
  "forces_ev_per_a": [[-3.4835, 1.1498, 2.0342], [-7.2120, 0.4787, 2.5966], [-1.1596, -1.1499, -0.4969], [-1.1888, -1.7061, 1.6295], [0.2015, -2.2908, 0.4482], [0.2949, 3.0975, -1.8136], [0.2524, 1.2291, 0.4039], [-0.5837, -0.2811, 0.1696], [0.4824, 0.9406, 0.1238], [1.2192, 0.2987, 0.5879], [0.8338, -0.3389, -0.9967], [10.3434, -1.4276, -4.6865]]
}

=====

{
  "formula": "C5H5NS",
  "method": "the ωB97M-V functional and the def2-TZVPD basis",
  "max_force_ev_per_a": 5.32,
  "smiles": "C#C/C(C=C)=N/S",
  "energy_ev": -17586.5345,
  "e_homo_ev": -8.32,
  "symbols": ["C", "C", "C", "C", "C", "N", "S", "H", "H", "H", "H", "H"],
  "positions_angstrom": [[-3.16937, -0.48299, -0.09431], [-2.00095, -0.12761, -0.11029], [-0.61983, 0.13874, 0.17526], [0.02945, 1.39012, 0.40860], [0.91702, 1.97245, -0.37693], [0.15729, -0.93916, 0.03343], [1.74896, -1.03267, -0.04170], [-4.27640, -0.70042, -0.31313], [-0.20204, 1.81647, 1.35681], [1.24663, 2.96419, -0.17314], [1.36154, 1.60630, -1.33807], [1.84800, 0.06600, 0.88681]],
  "forces_ev_per_a": [[-0.8644, 0.4019, -1.0913], [-1.7528, -0.2466, 1.2255], [2.4821, -4.4102, -1.6427], [-0.3164, 1.2396, 0.2987], [0.4872, 0.0448, -1.5790], [-4.3377, 0.9154, -0.9213], [1.4260, 1.5136, 2.2823], [2.5860, 0.3860, 0.6383], [-0.3084, 0.8781, 0.5189], [0.3807, 0.5364, 0.6119], [-0.9699, -0.1020, 0.9889], [1.1875, -1.1571, -1.3302]]
}

=====

{
  "formula": "C5H5NS",
  "method": "the ωB97M-V functional and the def2-TZVPD basis",
  "max_force_ev_per_a": 3.48,
  "smiles": "C=C1C=CC(=S)N1",
  "energy_ev": -17589.5979,
  "e_homo_ev": -8.32,
  "symbols": ["C", "C", "C", "C", "C", "S", "N", "H", "H", "H", "H", "H"],
  "positions_angstrom": [[1.27616, -2.49629, -0.44438], [0.56822, -1.42597, -0.12100], [-0.92295, -1.43878, -0.01856], [-1.39993, -0.19513, 0.40704], [-0.28115, 0.69110, 0.19769], [-0.16233, 2.33999, 0.09152], [0.88813, -0.07304, -0.08360], [2.39525, -2.38538, -0.58903], [0.73608, -3.45256, -0.47067], [-1.60194, -2.27003, -0.15871], [-2.52522, 0.19510, 0.29852], [1.93404, 0.17467, -0.08403]],
  "forces_ev_per_a": [[1.6570, -0.2773, 0.1602], [-2.4079, 0.5261, -0.8881], [-1.0871, 1.7871, 2.0189], [-1.2569, -1.4470, -2.8724], [2.9345, 1.8555, -0.2859], [-0.5773, -0.6199, 0.3395], [1.0225, -0.6827, 0.7734], [-1.5440, -0.5837, 0.0976], [0.7186, 0.4100, -0.1274], [0.4644, -0.2699, -0.0964], [2.8831, -1.0425, 0.7777], [-2.8068, 0.3443, 0.1028]]
}

=====

{
  "formula": "C5H5O15Zn",
  "method": "the ωB97M-V functional and the def2-TZVPD basis",
  "max_force_ev_per_a": 4.47,
  "energy_ev": -84398.7823,
  "charge": -3,
  "e_homo_ev": 1.22,
  "symbols": ["Zn", "O", "C", "O", "O", "H", "O", "C", "O", "O", "H", "O", "C", "O", "O", "H", "O", "C", "O", "O", "H", "O", "C", "O", "O", "H"],
  "positions_angstrom": [[-0.07229, 0.14955, -0.64897], [-1.16828, 2.96338, 2.20166], [-1.85093, 1.97024, 1.50346], [-1.49927, 1.67068, 0.32056], [-2.65402, 1.30296, 2.16988], [-0.60229, 3.31323, 1.49591], [-3.39877, -0.64135, -3.09465], [-2.78119, -0.54584, -1.86278], [-3.29600, -1.03208, -0.85446], [-1.58907, -0.09011, -1.95397], [-2.55541, -0.59683, -3.58648], [0.70652, -2.29866, 2.53248], [-0.51277, -1.87404, 2.05490], [-0.47414, -1.09472, 1.07775], [-1.59159, -2.19166, 2.61611], [0.62459, -2.75808, 3.37063], [2.88555, -2.78672, -1.79796], [2.19733, -2.00979, -0.90432], [2.76088, -1.75197, 0.17988], [1.11943, -1.46546, -1.28120], [3.77283, -2.58773, -1.46072], [2.64450, 3.27924, -0.41451], [1.94131, 2.09204, -0.25730], [1.98482, 1.60881, 0.88237], [1.23074, 1.60867, -1.18170], [2.17752, 3.76623, -1.10657]],
  "forces_ev_per_a": [[-0.6969, -0.8351, 1.5274], [0.1531, 0.8616, -1.0729], [-0.7320, -3.8445, 0.5898], [0.8188, 1.6558, -0.1051], [-0.1712, 1.5184, 0.1790], [0.2737, -0.0420, 0.3402], [0.4571, 0.0167, -0.8342], [0.8253, -1.5775, 3.5191], [-0.5148, 0.8413, -1.6686], [0.1896, 0.4043, -0.9651], [-0.6796, 0.2616, -0.5082], [0.9177, -0.1863, -0.0218], [-2.6800, 1.6602, -0.6120], [1.0391, -0.0876, -0.3240], [1.4589, -1.0993, 0.7125], [-0.7350, -0.0046, -0.0361], [0.6472, -0.4203, -0.8593], [-1.3195, 3.4821, 2.4707], [0.5573, -1.0394, -0.9495], [0.3244, -1.1539, -1.1775], [-0.0613, -0.5971, -0.0523], [-0.1976, 0.4811, -1.0195], [-1.1567, -1.9706, 3.3904], [0.7362, 0.7694, -0.8165], [0.3792, 1.1132, -1.5352], [0.1671, -0.2078, -0.1714]]
}

=====

{
  "formula": "C5H5O2S2",
  "method": "the ωB97M-V functional and the def2-TZVPD basis",
  "max_force_ev_per_a": 4.79,
  "smiles": "O=C1C[C@H]1/C=C\\SS[O-]",
  "energy_ev": -31029.1940,
  "charge": -1,
  "e_homo_ev": -3.02,
  "symbols": ["O", "C", "C", "C", "C", "C", "S", "S", "O", "H", "H", "H", "H", "H"],
  "positions_angstrom": [[1.28249, -2.56037, -1.28852], [0.87782, -1.71516, -0.56813], [0.29107, -1.58500, 0.81209], [-0.12641, -0.70510, -0.44804], [0.03952, 0.80660, -0.30427], [1.00428, 1.69147, -0.40084], [2.78049, 1.64936, -0.43230], [2.98089, -0.48308, -0.08364], [3.23977, -0.57162, 1.40142], [0.87501, -1.14783, 1.62973], [-0.46302, -2.26063, 1.00837], [-1.12779, -0.95468, -0.90404], [-1.08109, 1.31378, -0.47816], [0.65179, 2.68916, -0.32285]],
  "forces_ev_per_a": [[0.7733, -2.1257, -2.1389], [0.2132, 0.9075, 2.3531], [1.2355, 1.3028, -1.2691], [-1.1547, 2.3903, 0.5816], [-4.2780, -0.6685, -2.0514], [1.3464, 0.5807, 0.5793], [-0.9566, -0.9556, -0.2661], [0.4861, 0.6020, -0.0904], [-0.0263, -0.4104, 0.4998], [-0.2759, 0.0531, -0.3964], [-1.2332, -1.6638, 0.8405], [1.0852, 0.1374, 0.5810], [2.9200, -1.1563, 0.9404], [-0.1350, 1.0064, -0.1634]]
}

=====

{
  "formula": "C5H5O3",
  "method": "the ωB97M-V functional and the def2-TZVPD basis",
  "max_force_ev_per_a": 4.65,
  "energy_ev": -11407.6458,
  "charge": -1,
  "e_homo_ev": -3.34,
  "symbols": ["C", "C", "C", "C", "C", "O", "O", "O", "H", "H", "H", "H", "H"],
  "positions_angstrom": [[-0.19492, -1.70928, -0.14699], [-1.89434, 0.51807, 0.11586], [0.93264, 0.56227, 0.84051], [0.99685, 0.71480, -0.62966], [0.01996, -0.29642, -0.01624], [-2.24845, 0.48028, 1.25280], [-0.19705, -2.49243, 0.74721], [-2.11419, 0.83722, -1.00901], [-0.16966, -1.96687, -1.27500], [1.75124, -0.01801, 1.22702], [0.47528, 1.39674, 1.36780], [0.70019, 1.62597, -1.22584], [1.94247, 0.34766, -1.24846]],
  "forces_ev_per_a": [[2.2303, 3.0130, -2.7469], [1.7118, -0.8340, -0.2018], [-0.7414, -0.9631, -0.2825], [0.8875, -1.0139, -3.5376], [-0.3554, 2.5713, 0.1806], [-0.2573, 0.0632, 0.3756], [-0.6522, -2.4341, 1.7686], [-0.8642, 0.5572, -0.7341], [-0.6763, -0.4170, 1.0175], [0.4062, 0.3743, 0.8414], [0.3228, -0.3410, 0.4652], [-0.3768, -0.8278, 1.2031], [-1.6350, 0.2521, 1.6510]]
}

=====

{
  "formula": "C5H5O4S3",
  "method": "the ωB97M-V functional and the def2-TZVPD basis",
  "max_force_ev_per_a": 6.67,
  "energy_ev": -45961.1323,
  "charge": -1,
  "e_homo_ev": [-4.57, -4.57],
  "symbols": ["C", "C", "C", "C", "C", "O", "O", "O", "O", "S", "S", "S", "H", "H", "H", "H", "H"],
  "positions_angstrom": [[-1.11837, -0.17074, 0.20573], [0.25763, 0.37626, 0.70681], [0.24624, 1.81759, 0.47953], [-3.32067, -0.83616, -0.13180], [2.58926, -0.00279, -0.68905], [1.32876, 2.35893, 0.28580], [-0.96321, 2.30016, 0.26424], [2.27829, -0.86913, 1.80669], [0.90511, -1.92624, 0.03429], [-1.67059, -1.72164, -0.27704], [-2.49487, 0.83286, 0.14373], [1.55585, -0.73309, 0.54060], [-3.96639, -0.93753, -0.99149], [-3.90521, -0.96906, 0.75747], [1.97801, 0.05087, -1.68749], [2.87618, 1.06266, -0.51906], [3.42396, -0.63296, -0.92897]],
  "forces_ev_per_a": [[4.8197, 1.7307, 2.0952], [-5.8329, -2.4047, -2.1671], [-1.3235, 0.0224, -1.2150], [0.9378, 0.1864, -0.4138], [-0.7842, 1.0299, -2.8220], [0.4448, 1.3963, 0.3769], [1.9297, 0.3713, 0.9845], [0.0073, 0.1408, -1.3858], [0.8543, -0.6359, -0.5119], [-1.5854, 0.2834, 0.6401], [0.1855, -0.2575, -0.5198], [-0.6031, 0.7853, 1.9544], [0.0205, 0.0412, -0.3992], [-0.0300, -0.8977, 0.5864], [0.7480, -0.2509, 1.9377], [-0.3325, -1.1050, 0.5576], [0.5439, -0.4358, 0.3017]]
}

=====

{
  "formula": "C5H5O6S",
  "method": "the ωB97M-V functional and the def2-TZVPD basis",
  "max_force_ev_per_a": 2.41,
  "energy_ev": -28386.0750,
  "charge": -1,
  "e_homo_ev": [-5.84, -5.30],
  "symbols": ["C", "C", "C", "C", "C", "O", "O", "O", "O", "O", "O", "S", "H", "H", "H", "H", "H"],
  "positions_angstrom": [[2.54573, 1.33719, -0.54732], [1.37872, 0.75250, 1.46048], [1.33193, 1.13950, -1.30470], [0.70257, -0.28318, 0.71115], [-0.69423, -0.66874, 0.95163], [3.00412, -1.11749, -0.27825], [3.61909, 1.61010, -1.01883], [1.11746, 1.03555, 2.61357], [1.65888, -2.60345, 1.13933], [0.90998, -2.07827, -1.11755], [2.39520, 1.40604, 0.83507], [1.70120, -1.66600, 0.02958], [0.42923, 1.66874, -1.05971], [1.40127, 0.61305, -2.23775], [-1.39692, 0.03107, 0.49436], [-0.89309, -0.67913, 2.02507], [-0.83616, -1.66239, 0.53350]],
  "forces_ev_per_a": [[0.5813, 0.7149, 0.0033], [0.0147, 0.4352, 0.8649], [-0.7029, -1.0852, 1.1875], [1.1465, -0.2701, -2.0984], [-0.3600, 0.0009, 0.2315], [0.0940, -0.1508, 0.0179], [-0.3524, -0.1503, 0.1960], [0.0435, 0.0115, -0.6687], [0.1105, -0.0201, 0.0351], [0.1240, -0.0566, -0.1215], [0.2179, 0.2194, 0.0999], [-0.5894, 0.1082, 0.2523], [-0.0578, 0.2809, 0.0631], [0.0112, -0.0986, -0.1298], [-0.0279, 0.0172, -0.0222], [-0.0016, -0.0056, 0.0586], [-0.2515, 0.0491, 0.0306]]
}

=====

{
  "formula": "C5H5P",
  "method": "the ωB97M-V functional and the def2-TZVPD basis",
  "max_force_ev_per_a": 2.70,
  "smiles": "C1=CC1[C@H]1C=P1",
  "energy_ev": -14549.3724,
  "e_homo_ev": -8.75,
  "symbols": ["C", "C", "C", "C", "C", "P", "H", "H", "H", "H", "H"],
  "positions_angstrom": [[-0.82977, 1.47924, 0.11118], [-1.00315, 0.47596, -0.65296], [-0.34424, 0.17928, 0.71244], [1.13662, -0.35072, 0.70677], [1.81285, -0.95084, -0.48148], [2.62461, 0.42693, -0.17378], [-0.86270, 2.57643, 0.34770], [-1.15410, -0.15046, -1.57343], [-0.95958, -0.13913, 1.53515], [1.45157, -0.86885, 1.67686], [1.74022, -1.72071, -1.17097]],
  "forces_ev_per_a": [[0.8312, 2.2245, 0.9717], [0.2675, -2.5714, -0.7768], [0.7533, 0.2623, -1.2897], [-0.0697, -0.6109, 1.4863], [-0.1491, 1.7192, 0.9743], [-0.2231, 0.2794, 0.0391], [-0.0098, -1.3934, -0.6235], [-0.2262, 1.3747, 1.0917], [-0.0016, -0.7166, 0.1882], [-0.8520, 0.8664, -1.1333], [-0.3206, -1.4343, -0.9280]]
}

=====

{
  "formula": "C5H6",
  "method": "the ωB97M-V functional and the def2-TZVPD basis",
  "max_force_ev_per_a": 6.43,
  "energy_ev": -5272.9069,
  "e_homo_ev": [-8.46, -9.67],
  "symbols": ["C", "C", "C", "C", "C", "H", "H", "H", "H", "H", "H"],
  "positions_angstrom": [[0.13910, 0.95282, -0.74009], [0.45036, -0.54635, -0.42907], [-0.71660, 0.54292, 0.52649], [-0.83071, -0.93273, 0.25357], [0.27441, -0.44634, 1.11743], [0.77505, 1.80534, -0.79824], [-0.61051, 1.17579, -1.52896], [2.53182, -1.34706, -1.35565], [-1.32621, 1.28315, 0.98149], [-1.53487, -1.79993, 0.10187], [0.84815, -0.68760, 1.87116]],
  "forces_ev_per_a": [[-2.9223, -1.5336, -0.4508], [1.4269, 0.9508, 0.3014], [1.4590, 0.6795, 0.0141], [-0.1365, -0.9526, -0.5035], [-3.0223, 0.8787, -5.6031], [1.2337, 0.0990, 0.8879], [0.4773, -0.7384, -0.1487], [-0.8719, 0.1736, 0.3582], [-0.8639, 0.0325, 0.7784], [0.8071, 1.5049, 0.4936], [2.4130, -1.0943, 3.8725]]
}

=====

Values for energy relative to the best compared isomer or geometry (same formula, charge and spin), eV, ordered as above
1.887 5.658 6.475 4.343 1.279 2.914 1.728 1.812 0.000 3.162 2.999 8.292